(1)
A molecular structure, C6H23Ag2N10O9. Source: the OMol25 dataset; level of theory: ωB97M-V/def2-TZVPD.

Structure (XYZ):
```
50
Properties=species:S:1:pos:R:3:nbo_charge:R:1
Ag 7.9428 3.1084 4.3764 0.99
Ag 10.8557 0.2205 7.2934 0.99
O 12.5575 2.4327 3.8383 -0.62
C 11.4708 2.0097 4.5525 0.96
O 11.4447 1.1160 5.3912 -0.66
O 10.3941 2.6766 4.3526 -0.29
H 11.9091 2.9238 3.2812 0.52
O 8.0816 1.0376 3.2268 -1.03
H 7.5627 0.2410 3.0662 0.52
H 8.8761 0.9390 2.6710 0.53
C 15.3142 5.6954 6.5352 0.70
O 14.8970 6.8736 6.5882 -0.09
N 16.4418 5.2865 7.1547 -0.67
N 14.7645 4.7541 5.7506 -0.78
H 16.9119 5.9308 7.7799 0.45
H 16.9621 4.5127 6.7464 0.47
H 13.8067 4.8005 5.4413 0.41
H 15.0967 3.8088 5.9947 0.45
C 11.2762 0.6214 1.0264 0.79
O 10.6101 0.4012 2.0585 -0.77
N 12.5597 1.0399 0.9925 -0.83
N 10.7474 0.5026 -0.2004 -0.80
H 13.1237 1.1813 1.8077 0.41
H 12.8951 1.1222 0.0479 0.42
H 9.7521 0.3340 -0.2068 0.41
H 11.0536 1.0684 -0.9755 0.41
C 9.4003 5.4650 6.3566 0.80
O 8.7204 4.8563 5.5278 -0.78
N 9.7623 4.9534 7.5513 -0.81
N 9.8202 6.7417 6.1512 -0.80
H 10.1993 5.4869 8.2839 0.42
H 9.8630 3.9551 7.6045 0.39
H 9.4271 7.2836 5.4000 0.43
H 10.4852 7.1192 6.8018 0.41
C 16.1140 1.5033 5.5019 0.79
O 16.2110 2.4982 6.2510 -0.75
N 17.0317 0.5403 5.5521 -0.80
N 15.1548 1.3702 4.5667 -0.83
H 16.8816 -0.4067 5.2417 0.41
H 17.8619 0.6147 6.1179 0.43
H 14.4791 2.1159 4.5053 0.39
H 15.2193 0.7223 3.8009 0.42
C 14.2169 4.9554 0.8524 0.77
O 15.1144 4.1304 0.9155 -0.65
N 12.8869 4.6746 1.0215 -0.88
N 14.3770 6.2804 0.7014 -0.83
H 12.5473 3.7339 0.8964 0.39
H 12.2280 5.3931 0.7859 0.39
H 15.3321 6.5198 0.4734 0.43
H 13.6302 6.9422 0.7428 0.40
```

Results
Charge = +3
2S+1 = 3
DFT total energy = -1760.144282 Eh
⟨S²⟩ = 2.014



(2)
5 unconnected molecules or ions with the total composition C6H23NO5. Source: the OMol25 dataset; level of theory: ωB97M-V/def2-TZVPD.

Structure (XYZ):
```
35
Properties=species:S:1:pos:R:3:nbo_charge:R:1
C -1.7574 -0.9177 -0.2824 -0.11
O -1.0559 -2.1242 -0.4371 -0.76
C -1.7354 -0.4524 1.1843 -0.06
C -0.2793 -0.6577 1.6583 -0.25
C -0.3316 -0.8255 3.2670 -0.61
C 0.8397 0.3156 1.1332 -0.45
C 1.5318 1.3238 2.1900 -0.63
N -2.1881 0.9087 1.1290 -0.85
H -0.9834 -0.3937 -0.9509 0.21
H -2.8338 -0.8348 -0.6464 0.18
H -1.5229 -2.9042 -0.0764 0.48
H -2.5461 -1.1713 1.6572 0.19
H 0.0686 -1.6514 1.3171 0.23
H 0.7754 -0.7904 3.5869 0.20
H -0.8833 0.0506 3.7208 0.20
H -0.7129 -1.7950 3.5957 0.21
H 0.3708 0.8039 0.1786 0.21
H 1.7356 -0.1417 0.7005 0.22
H 1.1762 2.3564 2.1261 0.21
H 2.6032 1.4279 1.8255 0.22
H 1.5751 0.8472 3.1754 0.22
H -1.4154 1.4631 1.0295 0.37
H -2.8508 1.2166 1.8781 0.38
H -0.6919 -1.5497 -2.0666 0.50
H -0.9233 -0.3015 -2.8490 0.46
O -0.3658 -0.9768 -2.8284 -0.97
H -1.1974 2.0884 -2.4772 0.48
H 0.1982 2.2503 -1.7350 0.50
O -0.6645 1.8602 -1.7922 -0.96
H 1.6848 -0.8885 -1.9830 0.47
H 1.2841 -0.4808 -3.4038 0.51
O 1.9773 -0.3940 -2.6987 -0.98
H 2.4551 1.5805 -0.3580 0.45
H 2.9971 0.8043 -1.4837 0.49
O 3.2774 1.5017 -0.9395 -0.94
```

Results
2S+1 = 1
SMILES = CC[C@@H](C)[C@@H](N)CO.O.O.O.O
Relative energy (zero: lowest compared OMol25 entry of this formula, charge and spin) = 3.4582 eV



(3)
6 unconnected molecules or ions with the total composition C6H23NO5. Source: the OMol25 dataset; level of theory: ωB97M-V/def2-TZVPD.

Structure (XYZ):
```
35
Properties=species:S:1:pos:R:3:nbo_charge:R:1
C -0.6913 -0.4156 2.8289 -0.42
N 0.4276 -0.0645 1.9340 -0.65
C 0.2985 1.1937 1.2133 -0.06
C 1.1991 1.0315 -0.0602 -0.44
C 0.7958 -0.0829 -0.9894 -0.20
C 1.6504 -0.6995 -1.7822 -0.40
C 0.7968 2.3994 2.0066 -0.64
H -0.5826 -0.0723 3.8560 0.18
H -1.6063 -0.0653 2.3595 0.19
H -0.8056 -1.5035 2.8032 0.20
H 1.2948 -0.1558 2.4392 0.36
H -0.6702 1.3696 0.7601 0.22
H 1.2312 2.0538 -0.4617 0.20
H 2.2369 0.8559 0.2448 0.20
H -0.2041 -0.4500 -0.8011 0.20
H 1.5547 -1.7087 -2.1703 0.21
H 2.6579 -0.3382 -1.9666 0.19
H 1.4855 2.1768 2.8063 0.21
H -0.0482 2.9397 2.4480 0.21
H 1.1699 3.1731 1.3361 0.21
H -1.4450 1.4571 -1.7055 0.51
H -2.4122 1.8990 -0.7095 0.47
O -1.9934 1.0759 -0.9948 -0.98
H -0.6036 1.7459 -4.1861 0.48
H -1.1944 0.5670 -3.4980 0.48
O -1.2813 1.5011 -3.5546 -0.95
H 2.9553 -1.5870 0.5109 0.47
H 2.2457 -2.8316 -0.0099 0.48
O 3.1112 -2.4970 0.2453 -0.94
H -1.1806 -2.5252 -1.1636 0.48
H -1.8773 -3.7801 -1.5066 0.47
O -0.9925 -3.3983 -1.5506 -0.96
H -3.0022 -0.5869 -0.6020 0.50
H -1.9093 -1.2409 0.2718 0.47
O -2.6114 -1.4363 -0.3515 -0.97
```

Results
2S+1 = 1
SMILES = C=CC[C@H](C)NC.O.O.O.O.O
Relative energy (zero: lowest compared OMol25 entry of this formula, charge and spin) = 1.8995 eV



(4)
6 unconnected molecules or ions with the total composition C6H23NO6. Source: the OMol25 dataset; level of theory: ωB97M-V/def2-TZVPD.

Structure (XYZ):
```
36
Properties=species:S:1:pos:R:3:nbo_charge:R:1
C -2.4009 0.5095 -0.2114 -0.42
C -2.8839 -0.3328 0.9544 -0.61
C -1.8808 -0.2756 -1.4157 -0.22
N -0.4457 -0.5065 -1.3935 -0.64
C 1.8768 -0.7177 -2.0168 -0.62
C 0.4873 -0.3459 -2.5221 -0.16
C 0.3542 1.1350 -2.8457 0.43
O 1.1687 1.9514 -2.4952 -0.53
H -3.1313 1.2525 -0.4916 0.22
H -1.5157 1.1028 0.0633 0.21
H -3.3712 -1.2036 0.4962 0.19
H -3.6902 0.1200 1.5218 0.22
H -2.0678 -0.6774 1.5834 0.22
H -2.4339 -1.2311 -1.4147 0.17
H -2.2325 0.1113 -2.3792 0.18
H -0.0789 -0.0415 -0.5701 0.37
H 1.9941 -0.6058 -0.9334 0.21
H 2.6641 -0.0187 -2.3049 0.24
H 2.0727 -1.7501 -2.2888 0.21
H 0.2192 -1.0638 -3.2952 0.21
H -0.6396 1.4207 -3.2360 0.12
H 0.9707 3.2660 0.2603 0.47
H 0.6399 3.1226 1.6779 0.48
O 0.6670 3.8084 0.9988 -0.95
H 2.3003 -2.1794 2.0246 0.47
H 0.8545 -2.5348 2.4233 0.49
O 1.7043 -2.2451 2.7735 -0.96
H -0.2673 -2.8308 -0.4800 0.50
H 0.7367 -3.8424 0.1648 0.47
O 0.1080 -3.1345 0.3560 -0.97
H -0.0560 1.5614 3.7221 0.47
H 0.3168 0.2026 3.1055 0.48
O -0.0947 1.0507 2.9049 -0.95
H 2.9816 1.3068 1.1436 0.47
H 2.7965 1.8939 2.4585 0.47
O 2.2769 1.7217 1.6616 -0.93
```

Results
2S+1 = 1
SMILES = CCCN[C@H](C)C=O.O.O.O.O.O
Relative energy (zero: lowest compared OMol25 entry of this formula, charge and spin) = 2.3982 eV



(5)
6 unconnected molecules or ions with the total composition C6H23NO6. Source: the OMol25 dataset; level of theory: ωB97M-V/def2-TZVPD.

Structure (XYZ):
```
36
Properties=species:S:1:pos:R:3:nbo_charge:R:1
C 1.1907 -0.3635 2.5248 -0.73
C 1.2352 -0.0199 1.0693 0.65
N 0.0247 0.0758 0.3576 -0.22
C -0.6422 2.1740 -2.7046 -0.61
C -0.6660 1.8198 -1.2110 -0.37
C -0.0373 0.4089 -1.0343 -0.10
C -0.9967 -0.6551 -1.6105 -0.62
O 2.2567 0.1323 0.4202 -0.46
H 1.8013 0.3419 3.0727 0.28
H 0.1883 -0.4183 2.9009 0.26
H 1.7322 -1.3112 2.6053 0.28
H -0.8760 -0.0949 0.8299 0.47
H -0.6806 1.2576 -3.2549 0.21
H 0.3328 2.6323 -2.9414 0.24
H -1.4157 2.8825 -2.9813 0.25
H -0.2191 2.5271 -0.5058 0.24
H -1.6913 1.7850 -0.8084 0.21
H 0.9076 0.3360 -1.5729 0.27
H -1.0186 -0.6156 -2.7029 0.26
H -2.0433 -0.6185 -1.3016 0.25
H -0.5771 -1.6560 -1.4700 0.23
H 3.4132 -2.5294 0.8393 0.46
H 2.3057 -2.8198 -0.0748 0.44
O 3.0495 -3.2750 0.3366 -0.90
H 0.0239 -4.6373 -0.6959 0.50
H 0.3286 -3.0676 -0.6556 0.45
O -0.2519 -3.7850 -0.4135 -0.94
H 3.6487 2.6138 -0.2624 0.48
H 2.3597 1.7800 -0.3944 0.46
O 2.7048 2.6727 -0.4484 -0.94
H -2.8005 -2.0203 2.5282 0.50
H -3.0501 -0.4979 2.0040 0.50
O -2.4841 -1.1305 2.4385 -0.99
H -2.4411 2.4365 1.1223 0.48
H -2.7677 1.9677 2.4481 0.49
O -2.8442 1.6719 1.5471 -0.95
```

Results
Charge = +1
2S+1 = 2
⟨S²⟩ = 0.766
Relative energy (zero: lowest compared OMol25 entry of this formula, charge and spin) = 1.1831 eV



(6)
A molecular structure, C6H24BClCrO6S. Source: the OMol25 dataset; level of theory: ωB97M-V/def2-TZVPD.

Structure (XYZ):
```
40
Properties=species:S:1:pos:R:3:nbo_charge:R:1
Cr 26.2075 -19.1390 -16.7184 1.22
Cl 27.8111 -17.8654 -18.3377 0.03
B 26.7719 -17.7726 -15.0322 -0.75
H 27.0551 -16.7318 -15.0593 0.07
H 27.5500 -18.2710 -15.5893 0.01
H 26.8945 -18.0250 -13.9903 0.09
H 25.7844 -18.0092 -15.3970 -0.02
O 24.8968 -22.6553 -19.2431 -0.86
S 25.8686 -21.5749 -19.2713 2.32
O 25.8254 -20.3905 -18.3725 -0.95
O 27.3910 -22.2992 -19.0895 -0.72
C 27.5567 -23.6910 -19.4299 -0.07
C 28.8679 -24.2517 -18.8547 -0.63
C 26.1211 -20.8854 -20.9233 -0.84
H 27.5459 -23.7026 -20.5198 0.18
H 26.7248 -24.2601 -19.0148 0.21
H 29.7356 -23.6021 -18.9695 0.23
H 29.0787 -25.0824 -19.5282 0.24
H 28.6849 -24.4649 -17.8016 0.22
H 27.1384 -20.5105 -20.8108 0.26
H 25.3746 -20.0915 -20.9498 0.26
H 26.1992 -21.6396 -21.7063 0.28
C 27.6374 -22.2164 -16.0996 -0.23
O 27.8475 -20.7859 -16.2667 -0.76
H 28.6299 -22.6665 -16.1218 0.20
H 27.2436 -22.3472 -15.0917 0.17
H 26.9871 -22.7260 -16.8107 0.18
H 28.7807 -20.6171 -16.4156 0.51
C 24.0380 -17.6367 -18.5764 -0.27
O 24.2149 -18.1733 -17.2574 -0.75
H 24.4584 -18.1994 -19.4099 0.18
H 23.0353 -17.4724 -18.9710 0.21
H 24.5138 -16.6596 -18.6600 0.20
H 23.3814 -18.0311 -16.8029 0.51
C 23.8638 -21.3028 -15.6829 -0.25
O 25.1552 -20.6859 -15.5260 -0.75
H 23.8104 -21.9614 -16.5498 0.19
H 23.5929 -21.9605 -14.8570 0.20
H 23.1339 -20.5093 -15.8438 0.19
H 25.5486 -21.0926 -14.7505 0.51
```

Results
Charge = +1
2S+1 = 6
⟨S²⟩ = 8.760
Relative energy (zero: lowest compared OMol25 entry of this formula, charge and spin) = 0.0000 eV